This record from the OMol25 dataset describes 4 unconnected molecules or ions with the total composition C30H49BrN2O12PS3 at a distorted geometry. The level of theory is wB97M-V/def2-TZVPD.

Results
Net charge = -1
Multiplicity = 1
HOMO-LUMO gap = 6.3491 eV
Energy = -171283.7052 eV

Cartesian coordinates (Å):
H -3.710 9.163 1.527
H 5.890 -5.013 -3.283
C 2.847 -4.675 -0.686
C -1.300 0.654 3.121
N -3.357 -3.180 -3.714
C 4.591 0.560 0.447
C -0.581 1.935 0.900
H -2.101 -0.470 -5.375
H 7.215 -4.481 -4.346
C 1.915 -4.265 0.512
C -3.456 -3.604 -2.312
O 0.939 -3.263 0.453
H -1.176 6.305 2.179
C -1.385 3.298 0.611
C -4.504 -3.078 -1.365
H 1.070 -4.727 -2.068
C 2.051 -5.264 -1.944
Br -2.060 1.841 4.492
H -1.687 7.597 3.297
C -2.531 -5.006 -0.349
O -1.266 4.202 1.582
C -2.825 -1.807 -3.790
H -1.695 2.349 7.730
H 0.292 2.237 1.542
S -1.499 8.368 1.032
H 1.351 -1.237 1.084
C -2.487 -4.588 -1.779
H 1.932 -6.374 -1.765
C 3.111 -0.223 -1.742
O -0.621 -0.315 3.356
H -1.799 -5.755 0.065
C -1.704 -1.388 -4.843
H -2.880 6.811 2.217
H -4.777 1.302 9.742
H -1.566 -0.030 1.069
C -0.242 0.112 -3.216
N 1.033 3.563 -2.095
C -1.629 0.965 1.617
H -2.717 1.026 8.338
O 2.042 -4.853 1.573
C 1.554 -1.953 0.231
H 1.251 -2.150 -1.928
H -1.660 -2.200 -5.640
H -0.974 0.047 -2.367
H -4.255 -3.261 -4.197
H 3.268 -1.324 -1.920
H -1.691 -5.037 -2.430
C -2.335 2.025 8.551
H -3.884 2.303 10.927
C -4.560 -3.483 0.052
H 1.541 0.805 0.550
H -3.617 -4.713 1.666
H 5.535 -3.960 -4.675
C -1.849 7.153 2.312
C 7.039 -1.642 -4.152
H -2.665 1.356 1.426
C -4.534 2.320 10.051
C 1.521 0.003 -1.587
S -3.705 3.189 8.703
H 3.354 -3.724 -1.056
C -0.295 -1.178 -4.166
H 2.698 -5.087 -2.861
H -1.473 1.625 -3.579
H 1.994 3.678 0.197
H 7.215 -0.657 -3.719
H 5.235 0.934 1.278
H -5.340 -3.036 0.718
H -1.759 2.018 9.477
P 1.895 2.841 -0.976
C 3.924 0.181 -0.490
S 6.510 -2.755 -2.836
H 3.214 2.629 -1.516
C 6.264 -4.193 -3.896
O -0.141 8.929 1.303
H -0.185 -1.407 -0.976
H 2.669 -2.125 0.149
C -3.546 -4.447 0.572
O -4.554 3.043 7.490
H 3.653 -5.383 -0.322
H -2.491 9.874 2.628
H -5.223 -2.336 -1.814
O 5.166 -2.300 -2.382
C 1.189 1.120 -0.487
O -0.236 1.323 -0.356
H 0.486 -1.045 -4.977
H -0.068 -2.129 -3.591
O -2.071 3.476 -0.404
H 7.966 -2.014 -4.592
O -3.231 -0.903 -3.076
O 1.088 0.478 -2.868
C 0.941 -1.400 -1.131
C -2.707 9.586 1.597
H 0.229 2.976 -2.339
O -0.737 1.186 -4.056
H 6.262 -1.571 -4.914
H -2.639 10.465 0.954
H -5.452 2.855 10.293
H 3.490 0.307 -2.665

***

This record from the OMol25 dataset describes a molecular structure, C30H49CdF6O19 at a distorted geometry. The level of theory is wB97M-V/def2-TZVPD.

Results
Multiplicity = 2
⟨S²⟩ = 0.75
HOMO-LUMO gap (spin up / spin down) = 5.3111 / 8.2582 eV
Energy = -91669.6935 eV

Cartesian coordinates (Å):
H -4.484 -0.844 -4.319
C 4.761 -0.972 -5.954
C 0.988 0.946 4.496
O 1.499 -0.204 3.913
F -1.946 -0.473 3.737
H -2.251 -1.744 -4.411
F -2.361 -2.553 3.243
H -4.604 -5.987 1.617
C -1.819 -4.929 -1.197
H -1.720 3.180 0.208
H 0.483 -1.842 -1.160
O 2.221 -6.047 6.071
H -0.497 4.352 0.641
H -1.588 -1.178 -2.994
O -1.303 -1.016 1.081
C -0.778 -0.357 -0.125
H -0.021 1.042 4.096
H -0.763 -3.694 4.937
C 1.244 -3.605 3.975
C -2.013 7.537 -0.001
O 2.940 1.447 3.542
C 2.130 3.537 -3.292
O -3.549 -1.834 -2.766
C 0.615 -3.628 2.570
O -3.523 -4.597 0.377
H -3.535 0.155 -3.204
H -1.755 4.025 1.830
H 2.088 4.507 -3.788
H 5.464 -1.110 -2.730
H -0.746 -5.082 -1.309
O 2.078 2.485 -4.242
H 0.996 0.843 5.581
H 0.005 -2.733 2.455
C -4.220 -0.690 -3.273
O -3.561 -1.536 0.587
C -2.362 5.176 0.210
C 2.745 0.090 3.573
H -2.829 0.180 1.190
H 0.218 3.357 3.180
H -1.573 -4.291 0.893
C 4.844 -0.230 -2.559
C 1.089 3.254 -2.212
C -2.685 -1.275 3.049
O 1.910 -4.839 4.220
H -0.543 -3.341 -3.020
O 0.686 0.812 -4.775
H 0.449 4.104 -1.974
H -3.857 -4.617 2.543
H -5.137 -4.339 1.516
F -3.972 -1.080 3.536
H 0.986 2.230 -0.326
H 1.894 2.821 4.798
C -4.243 -4.959 1.582
H 1.101 -1.123 0.303
C 1.114 2.806 2.891
H 2.064 3.488 -0.334
O -2.850 7.676 -0.872
O 0.840 -4.298 6.074
H 1.797 3.556 2.495
O -2.055 -3.607 -1.621
H 1.189 -3.471 1.657
H 3.018 3.558 -2.661
O 5.722 -0.119 -5.933
C 1.738 -5.089 5.444
O 4.156 -1.155 -4.733
C -2.625 -0.854 1.465
H -1.983 -4.028 -3.636
C -1.552 4.104 0.762
O 4.500 -1.708 -6.813
C -2.272 -1.953 -3.341
H 3.995 -0.453 -1.913
F -0.403 9.040 -0.148
H 1.149 -0.195 -1.225
C 1.763 2.082 4.007
H 6.190 1.235 -4.478
C 0.572 -0.897 -0.623
H 3.474 0.692 -4.001
F -0.917 8.558 1.837
H -5.103 -0.408 -2.699
O 0.416 2.131 -2.870
C -1.625 -3.320 -2.889
C 4.365 0.064 -4.038
O 3.654 -0.669 3.138
H 0.064 -4.544 2.355
H 4.690 1.703 -5.258
H 2.385 1.850 -1.189
H -1.442 -0.405 -0.988
C 5.272 0.846 -4.920
F -2.267 9.716 0.636
H 0.393 -2.349 5.390
H -2.466 -5.650 -1.697
C -2.133 -4.978 0.258
H 0.831 2.116 2.096
H -2.390 5.044 -0.872
H -1.841 -5.991 0.535
O -1.785 6.394 0.645
C 1.718 2.689 -0.990
H -3.386 5.014 0.546
H 2.120 -2.961 4.048
C 0.271 -3.396 5.114
H 5.511 0.565 -2.225
Cd -4.047 -2.928 -0.989
C -1.377 8.787 0.640
H -0.645 0.717 0.012
C 0.993 1.665 -4.011

***

This record from the OMol25 dataset describes 3 unconnected molecules or ions with the total composition C30H49NO6S at a distorted geometry. The level of theory is wB97M-V/def2-TZVPD.

Results
Multiplicity = 1
HOMO-LUMO gap = 9.0089 eV
Energy = -56512.7391 eV

Cartesian coordinates (Å):
C -0.547 -6.753 0.306
H 3.302 3.721 0.254
O -2.623 -7.296 1.328
H 1.985 -3.820 -1.546
H -4.271 -3.218 0.807
C -3.605 3.149 0.586
C -3.649 1.525 -1.662
C -1.732 -9.006 -0.062
H -0.464 2.630 0.347
H -5.453 1.051 2.039
C 1.877 0.206 -1.332
C 2.260 -1.736 0.238
H 0.138 3.071 -1.899
H -3.139 -3.673 -0.481
H -1.785 4.946 0.655
O 0.954 2.076 2.306
H -3.590 3.774 1.470
C -1.724 -7.649 0.597
C 0.781 -2.037 -1.879
H 0.413 -4.135 -2.284
H 1.736 0.219 -2.422
C -2.672 2.501 -1.526
H -1.499 -3.297 3.430
H -0.487 -6.545 -0.764
H -1.214 -2.551 -2.653
H -5.340 0.568 -0.792
C 0.935 -3.522 -1.547
H 5.633 -0.058 0.594
H -1.236 -1.589 -1.182
H 5.354 0.969 -0.858
H 1.290 -1.841 -2.828
H -3.641 0.888 -2.537
C -1.544 4.348 -0.223
H -1.719 -8.894 -1.148
C 5.639 0.956 0.192
C -3.403 -3.832 0.563
C -2.411 -3.605 2.924
H -0.829 -0.811 -2.689
H 0.515 -3.737 -0.567
H 1.700 4.633 -2.679
C 0.736 3.546 -1.119
H -1.481 4.986 -1.104
C 5.413 2.888 1.848
H -2.629 -9.547 0.230
C -4.588 2.176 0.450
C 4.727 1.872 0.971
O -1.199 -3.043 0.959
H 2.580 6.952 0.716
C -5.636 1.995 1.523
H 0.377 -7.233 0.633
H 5.952 3.629 1.249
C 1.856 6.617 -0.016
H 6.663 1.326 0.256
H -0.855 -9.577 0.246
C 1.225 4.883 -1.726
C 1.290 -1.090 -0.758
O 2.299 4.039 2.795
H 0.856 7.030 0.048
H -5.583 2.793 2.260
S 1.541 3.292 1.834
O 1.232 1.298 -0.704
H 4.721 3.361 2.539
C -0.710 -1.740 -2.125
C 2.646 2.872 0.453
H 3.252 5.532 -1.086
H -2.621 -4.650 3.164
H 6.175 2.365 2.432
C 2.192 5.692 -0.905
C -2.235 -3.451 1.436
H 3.125 -2.190 -0.246
C 1.873 2.551 -0.846
H -6.634 1.955 1.089
C -4.602 1.350 -0.668
H 0.415 -0.813 -0.169
C -0.204 3.655 0.075
H -3.647 -4.886 0.712
H -1.945 2.595 -2.323
N 3.461 1.764 0.872
H 0.359 5.503 -1.968
H 2.546 2.527 -1.710
H 1.721 -2.476 0.830
H 2.950 0.216 -1.125
H -0.669 -5.815 0.844
H 2.562 -0.963 0.947
C -2.638 3.317 -0.401
H -3.238 -2.982 3.270
O 0.432 4.252 1.241

***

This record from the OMol25 dataset describes a molecular structure, C30H49Sn at a distorted geometry. The level of theory is wB97M-V/def2-TZVPD.

Results
Net charge = -1
Multiplicity = 1
HOMO-LUMO gap = 2.9697 eV
Energy = -37732.6563 eV

Cartesian coordinates (Å):
H 1.496 0.453 4.345
H -1.945 -3.891 1.392
H 0.841 5.075 -0.578
C 4.877 2.760 -1.905
C -1.727 -1.168 -4.004
C 1.293 -3.021 2.337
H 0.712 3.660 0.390
C -2.227 2.485 -2.743
H 0.744 -3.052 3.286
C -2.034 -2.934 0.863
H 2.540 2.606 2.352
C -3.169 -2.072 1.436
H 3.957 1.397 -3.274
H -4.097 -3.634 2.532
C -3.738 -2.624 2.733
H -2.844 -1.037 1.583
H -5.294 3.763 -2.728
C 2.170 3.438 -1.156
C -3.280 3.113 -2.087
H 1.706 -1.156 -0.898
H -3.971 -2.005 0.690
H 2.166 -2.371 2.460
H -1.088 -0.099 2.520
H 4.632 -3.918 0.033
H -0.096 2.315 -2.983
H -5.673 -1.649 2.591
C 0.778 3.933 -0.671
H 0.080 -2.302 -3.658
H 3.146 2.394 3.969
H -2.946 -2.723 3.479
C 1.129 0.172 2.301
H -5.216 2.521 -1.518
H 3.569 -2.620 0.578
H 3.578 1.231 2.684
C 1.469 1.046 3.423
H 0.377 -0.147 -2.475
C 3.779 2.131 -2.486
C 3.299 4.006 -0.529
C 3.100 -4.605 1.388
H 1.045 -2.717 -1.424
H 1.648 1.810 -2.461
C 0.781 -1.727 -1.032
H -2.198 -3.139 -0.203
H 1.005 -4.655 0.943
H -1.461 4.809 0.193
H -4.853 2.128 -3.201
C 2.461 2.421 -2.063
H 5.469 4.128 -0.357
H -1.264 -0.296 -4.482
H 3.006 -3.787 -0.640
H -2.616 -0.827 -3.459
C -4.718 2.879 -2.424
C -0.894 2.738 -2.379
H 3.151 4.742 0.271
H 1.928 0.092 1.511
C 4.623 3.668 -0.873
H 5.904 2.502 -2.189
C -0.751 -1.888 -3.070
H -2.062 -1.848 -4.797
Sn -0.040 -2.067 0.932
H -4.514 -0.798 3.605
H -2.453 1.797 -3.560
H 0.692 1.817 3.567
C 2.759 1.835 3.110
H -0.978 -0.488 -1.446
H 1.380 -5.169 2.564
H 3.734 -4.462 2.268
C -1.667 4.142 -0.626
H -3.798 4.338 -0.422
C -0.585 3.569 -1.296
H -0.505 0.590 0.892
C 3.591 -3.676 0.280
C -0.229 -0.005 1.815
C -0.159 -0.979 -1.989
H 3.239 -5.648 1.072
C -4.864 -1.785 3.306
H -5.287 -2.262 4.188
C 1.638 -4.414 1.808
C -2.985 3.904 -0.994
H -1.266 -2.743 -2.608

***

This record from the OMol25 dataset describes a molecular structure, C30H50BN8W at a distorted geometry. The level of theory is wB97M-V/def2-TZVPD.

Results
Net charge = +3
Multiplicity = 3
⟨S²⟩ = 2.02
HOMO-LUMO gap (spin up / spin down) = 6.0939 / 7.2409 eV
Energy = -46319.6232 eV

Cartesian coordinates (Å):
N 1.172 0.220 -2.188
C -2.702 -1.556 4.086
W 0.437 -0.074 -0.347
H -3.087 4.315 -2.819
H -0.124 -3.595 3.026
H 3.632 -2.795 -2.354
H 3.313 -2.592 -4.096
C 1.105 -2.445 -1.437
H 2.632 -3.984 -3.058
H 4.911 1.414 2.267
C -1.066 -3.450 3.591
C -3.364 -0.642 -1.012
H 2.908 -0.261 -4.901
B 0.478 2.634 -1.890
C -2.058 3.949 -2.873
H -1.414 -0.965 5.680
H 3.667 -0.396 0.819
C 2.328 1.911 1.196
H 3.390 -1.147 2.335
H -4.894 0.168 -2.310
N -1.512 -2.054 3.224
H -0.656 -4.745 5.166
H 3.363 3.859 1.613
H 0.032 -2.162 -1.290
H 0.136 -3.151 5.240
H 1.126 -3.566 -1.307
C 2.272 0.086 -4.079
C 1.892 1.443 -3.809
H 1.802 3.616 -4.079
H -1.500 -3.044 7.052
H 1.835 2.655 -5.566
H 3.924 2.403 3.397
C -1.059 -1.322 2.289
H -5.002 -1.657 -1.997
H -1.857 -4.073 3.223
H -4.892 0.375 0.042
C -3.051 1.795 -1.899
H -2.003 -1.915 -1.959
H -1.813 3.961 -3.853
C 2.210 2.705 -4.581
H -3.274 -2.761 -1.020
H -3.601 -0.141 1.138
C 3.996 1.408 2.909
C -2.246 -1.663 5.534
H -3.004 -0.638 3.676
H 1.259 5.782 0.078
N -0.882 2.136 -1.614
H 2.975 5.654 -0.235
H 3.307 2.850 -4.571
H 4.238 0.793 3.763
C 2.721 0.917 2.290
C -2.535 0.632 -1.346
H -3.859 -1.013 -3.024
C 3.001 -0.408 1.639
H 1.752 1.650 4.042
C 2.854 -2.905 -3.107
C 2.053 5.231 -0.481
C 2.665 3.260 1.031
H -3.538 -2.231 3.871
C -4.201 -0.432 0.266
C 1.726 -0.620 -3.070
C -1.989 2.634 -2.177
N -0.597 -0.740 1.346
N 1.219 1.480 -2.681
C 0.595 -2.534 -3.928
C 1.971 3.802 -0.066
H 0.432 3.666 -2.502
H 2.071 -0.876 1.265
H -2.685 -3.804 6.146
H 0.907 -2.206 -4.917
H 1.878 5.296 -1.563
C -2.549 -1.924 -1.044
C -1.866 -3.058 6.009
C -4.386 -0.760 -2.129
H 1.781 -0.110 3.807
H -0.277 -1.957 -3.749
H -1.855 -2.124 -0.261
C 1.574 0.860 3.326
H 0.581 0.893 2.876
H 1.859 -2.089 -0.661
H -3.026 -1.245 6.141
H 0.516 -3.612 -4.002
C 1.587 -2.101 -2.874
H -4.757 -1.352 0.469
C -0.807 -3.661 5.084
N -1.189 0.901 -1.043
N 1.186 2.831 -0.563
H -4.027 2.017 -2.353
H -1.433 4.699 -2.453
N 1.368 1.657 0.180